Record 1
Entry from the OMol25 dataset: a 2-piece molecular cluster, C4H5NO overall (the ωB97M-V functional and the def2-TZVPD basis).

```
11
Properties=species:S:1:pos:R:3:lowdin_charge:R:1
C -0.3001 2.0350 -1.5752 0.12
C -0.6069 1.0177 -1.0113 -0.12
C -0.9702 -0.2312 -0.3305 -0.22
N 0.1595 -1.0571 0.0327 0.09
C 1.3216 -1.1094 -0.2951 -0.32
O 2.4611 -1.2634 -0.5236 0.16
H -0.0256 2.9390 -2.0739 0.03
H -1.6376 -0.8167 -0.9725 0.12
H -1.5269 -0.0049 0.5840 0.12
H 0.6011 -0.6822 3.4454 0.02
H 0.5240 -0.8268 2.7200 0.00
```

Results
* E_HOMO: -10.358 eV
* structure (SMILES): C#CCN=C=O.[H][H]
* relative energy (zero: lowest compared OMol25 entry of this formula, charge and spin): 66.9 kcal per mole
* LUMO: 0.02870 hartree
* max |F|: 0.8 eV Å⁻¹

---

Record 2
Entry from the OMol25 dataset: an isolated molecule of C5H8N2 (the ωB97M-V functional and the def2-TZVPD basis).

```
15
Properties=species:S:1:pos:R:3:lowdin_charge:R:1
C -2.2819 -0.3188 0.2255 -0.08
C -0.8611 -0.1655 -0.3060 -0.43
C -0.2731 1.2074 -0.2998 -0.03
N 0.9916 1.0505 -0.0608 0.11
C 1.3232 -0.3349 0.1548 -0.43
N 2.7051 -0.5517 0.4241 0.04
C 0.2292 -1.1385 0.1042 -0.01
H -2.5980 -1.3546 0.0800 0.08
H -2.3356 -0.0973 1.2959 0.08
H -2.9806 0.3420 -0.3032 0.07
H -0.7105 2.1795 -0.5065 0.13
H 1.6840 1.7947 -0.0513 0.16
H 2.7748 -1.3470 1.0514 0.07
H 3.1860 -0.8310 -0.4279 0.07
H -0.8817 -0.3896 -1.3941 0.16
```

Results
* E_HOMO: -7.463 eV
* relative energy (zero: lowest compared OMol25 entry of this formula, charge and spin): 77.8 kcal per mole
* LUMO: 0.01525 hartree
* max |F|: 0.5 eV Å⁻¹

---

Record 3
Entry from the OMol25 dataset: C35H32Br2MnN3OPSSi as an isolated structure (the ωB97M-V functional and the def2-TZVPD basis).

```
77
Properties=species:S:1:pos:R:3:lowdin_charge:R:1
Mn -0.3280 1.0837 0.7104 0.60
Br -0.2071 6.0287 0.4625 0.88
C 0.6997 4.8925 1.6351 -0.60
C 1.5927 5.4358 2.5906 -0.13
C 2.2747 4.6315 3.4557 -0.61
Br 3.4545 5.3960 4.7001 0.87
C 2.0990 3.2206 3.4113 -0.17
C 2.7585 2.2826 4.2271 0.02
C 2.5210 0.9405 4.0614 0.00
C 1.6104 0.5185 3.0914 -0.10
N 0.9509 1.3697 2.3187 0.03
C 1.1982 2.7150 2.4576 -0.14
C 0.4975 3.5438 1.5681 -0.36
O -0.3382 2.9353 0.7019 -0.22
H 1.7327 6.5072 2.6232 0.11
H 3.4568 2.6300 4.9772 0.10
H 3.0242 0.2022 4.6685 0.12
H 1.4173 -0.5356 2.9464 0.10
C -0.5198 2.6639 -4.6431 -0.16
Si 0.2362 0.9661 -4.6532 0.51
C 1.5301 0.7550 -5.9578 -0.17
C -1.0672 -0.3448 -4.8259 -0.16
C 1.1308 0.7822 -2.9705 -0.19
C 2.5162 0.6609 -2.8838 -0.02
C 3.1994 0.6484 -1.6625 -0.01
C 2.4779 0.7603 -0.5021 -0.08
N 1.1416 0.8607 -0.5712 -0.09
C 0.4913 0.8692 -1.7398 -0.62
S -1.2309 1.0006 -1.3793 0.88
H -0.6130 3.0446 -5.6621 0.05
H 0.0813 3.3784 -4.0781 0.04
H -1.5217 2.6450 -4.2089 0.03
H 1.0557 0.8034 -6.9404 0.05
H 2.0169 -0.2200 -5.8766 0.04
H 2.2984 1.5301 -5.9358 0.05
H -1.6826 -0.0911 -5.6933 0.05
H -1.7380 -0.4256 -3.9676 0.01
H -0.6220 -1.3233 -5.0108 0.03
H 3.0928 0.5756 -3.7968 0.11
H 4.2756 0.5640 -1.6196 0.12
H 2.9292 0.7808 0.4805 0.12
N -2.2429 1.1215 1.5090 0.02
C -3.1370 0.0141 1.1325 -0.31
C -4.5087 0.1772 1.1736 0.00
C -5.3196 -0.9042 0.8569 -0.03
C -4.7580 -2.1321 0.5261 -0.03
C -3.3801 -2.2841 0.4900 -0.05
C -2.5614 -1.1945 0.7707 -0.31
P -0.7573 -1.2505 0.7991 1.08
C -0.0909 -2.1448 -0.6037 -0.37
C 1.2626 -2.4920 -0.5731 -0.11
C 1.8363 -3.1335 -1.6576 -0.05
C 1.0629 -3.4307 -2.7740 -0.04
C -0.2776 -3.0752 -2.8111 -0.06
C -0.8572 -2.4218 -1.7334 -0.09
C -0.4055 -2.2057 2.2962 -0.35
C -0.6696 -1.6175 3.5357 -0.12
C -0.5617 -2.3568 4.6996 -0.05
C -0.1899 -3.6954 4.6328 -0.04
C 0.0679 -4.2869 3.4058 -0.04
C -0.0385 -3.5489 2.2337 -0.06
H -2.6038 2.0108 1.1567 0.12
H -2.2294 1.2173 2.5252 0.13
H -4.9461 1.1273 1.4551 0.13
H -6.3943 -0.7881 0.8808 0.12
H -5.3978 -2.9725 0.2949 0.12
H -2.9459 -3.2441 0.2403 0.12
H 1.8689 -2.2749 0.2998 0.11
H 2.8816 -3.4103 -1.6300 0.12
H 1.5076 -3.9451 -3.6155 0.12
H -0.8774 -3.3092 -3.6800 0.12
H -1.8970 -2.1274 -1.7799 0.10
H -0.9609 -0.5740 3.6002 0.10
H -0.7690 -1.8960 5.6558 0.12
H -0.1048 -4.2767 5.5408 0.12
H 0.3478 -5.3303 3.3551 0.12
H 0.1540 -4.0275 1.2832 0.11
```

Results
* E_HOMO (alpha / beta): -13.213 / -13.284 eV
* relative energy (zero: lowest compared OMol25 entry of this formula, charge and spin): 0.0 kcal per mole
* LUMO (alpha / beta): -0.27246 / -0.25040 hartree
* total charge: +2
* max |F|: 0.7 eV Å⁻¹
* 2S+1: 4

---

Record 4
Entry from the OMol25 dataset: an isolated ion of composition C3H6O4PS and charge -1 (the ωB97M-V functional and the def2-TZVPD basis).

```
15
Properties=species:S:1:pos:R:3:lowdin_charge:R:1
C -1.6000 -0.8012 -0.9728 0.05
C -0.8007 0.2544 -0.8411 -0.47
C 0.8035 0.1977 -0.8431 -0.15
P 1.1046 -0.3674 0.9654 0.06
O -0.0409 0.3039 1.6401 -0.41
O 2.4922 0.4676 1.1615 -0.22
S 1.4457 -2.3332 1.2650 0.02
O -1.2330 1.4864 -0.6118 -0.08
O -2.1446 1.3901 0.4634 -0.04
H -2.6405 -0.5908 -0.8587 0.06
H -1.1149 -1.6483 -1.3536 0.04
H 1.1090 -0.4511 -1.6314 0.06
H 1.0713 1.2658 -0.8338 0.08
H 3.2123 -0.0098 1.3654 -0.04
H -1.6640 0.8358 1.0854 0.04
```

Results
* E_HOMO: -4.489 eV
* structure (SMILES): C=C(C[P@]([O-])(O)=S)OO
* relative energy (zero: lowest compared OMol25 entry of this formula, charge and spin): 49.6 kcal per mole
* LUMO: 0.13095 hartree
* total charge: -1
* max |F|: 4.9 eV Å⁻¹

---

Record 5
Entry from the OMol25 dataset: C33H49Cu2N5O as an isolated structure (the ωB97M-V functional and the def2-TZVPD basis).

```
90
Properties=species:S:1:pos:R:3:lowdin_charge:R:1
C -1.2000 1.4752 1.6473 0.05
N -0.9021 0.8706 2.9707 -0.08
C -1.1059 1.6082 4.0703 0.05
C -0.8455 1.0822 5.3194 0.08
C -0.3913 -0.2259 5.4519 -0.09
C 0.0247 -0.8766 4.2754 0.05
C -0.3332 -0.3557 3.0384 -0.01
C -0.1743 -0.8003 6.8160 -0.12
C -0.2988 -2.1686 7.0423 0.05
C -0.0640 -2.6661 8.3095 0.03
N 0.2379 -1.8844 9.3481 -0.05
C 0.3535 -0.5582 9.1459 0.05
C 0.1305 -0.0009 7.9133 0.05
C 0.1330 -2.4078 10.7519 0.09
H -0.7506 0.8534 0.8780 0.09
H -0.7323 2.4554 1.6276 0.12
H -2.2751 1.5391 1.5027 0.12
H -1.5551 2.5858 3.9483 0.17
H -1.1511 1.6616 6.1811 0.15
H 0.4424 -1.8749 4.2418 0.12
H -0.0806 -0.7684 2.0542 0.11
H -0.6827 -2.8449 6.2922 0.13
H -0.2082 -3.7223 8.5045 0.17
H 0.6446 0.0480 9.9930 0.17
H 0.2875 1.0678 7.8446 0.14
H 0.3520 -1.6185 11.4617 0.12
H 0.9750 -3.0937 10.8930 0.13
H -0.7876 -2.9759 10.8061 0.12
C 6.0260 6.6002 -0.7357 0.09
N 5.6154 5.1553 -0.8030 -0.05
C 5.0768 4.7186 -1.9543 0.04
C 4.7212 3.3974 -2.1078 0.06
C 4.7648 2.5322 -1.0126 -0.13
C 5.2070 3.0451 0.1954 0.05
C 5.6894 4.3447 0.2532 0.04
C 4.3413 1.1030 -1.1624 -0.09
C 5.0304 0.1202 -0.4557 0.07
C 4.5442 -1.1726 -0.4253 0.03
N 3.4256 -1.4974 -1.0842 -0.07
C 2.7914 -0.5970 -1.8634 0.02
C 3.1631 0.7327 -1.8242 0.06
C 3.0260 -2.9492 -1.1162 0.06
H 6.9018 6.7328 -1.3634 0.13
H 6.1212 6.8828 0.3065 0.11
H 5.1943 7.1710 -1.1464 0.12
H 4.9419 5.4205 -2.7667 0.17
H 4.2657 3.0950 -3.0413 0.14
H 5.2564 2.4727 1.1114 0.14
H 6.1045 4.7585 1.1626 0.16
H 5.9334 0.3415 0.0968 0.15
H 5.1477 -1.9392 0.0437 0.16
H 1.9180 -0.9394 -2.3990 0.15
H 2.5497 1.4623 -2.3349 0.14
H 3.7439 -3.4506 -0.4725 0.11
H 3.1367 -3.2503 -2.1544 0.13
H 2.0352 -3.1891 -0.6753 0.06
Cu 0.1284 -3.6038 1.5329 0.71
Cu -0.4286 -3.8934 -1.5731 0.68
C -4.2803 -0.3722 -8.3305 -0.09
C -2.9169 -0.1393 -7.6793 -0.23
C -3.0110 0.0860 -6.1798 -0.19
C -3.4823 -1.1530 -5.3972 -0.11
N -3.4355 -1.0279 -3.8722 -0.26
C -3.7400 -2.3881 -3.2752 -0.10
C -4.8702 -2.1584 -2.2718 -0.14
C -5.6724 -1.0482 -3.0008 -0.12
C -4.5853 -0.1112 -3.4511 -0.09
C -2.1573 -0.4029 -3.4056 0.00
H -4.2163 -0.8362 -9.3155 0.09
H -4.8900 0.5196 -8.4834 0.09
H -4.9048 -1.0880 -7.7830 0.07
H -2.4379 0.7217 -8.1387 0.12
H -2.3668 -1.0600 -7.8926 0.12
H -3.6274 0.9420 -5.9016 0.12
H -1.9925 0.2032 -5.7922 0.10
H -2.7980 -1.9558 -5.6830 0.15
H -4.5069 -1.4361 -5.6332 0.13
H -2.8419 -2.8194 -2.7894 0.11
H -4.1421 -3.0205 -4.0606 0.14
H -4.5283 -1.8663 -1.2770 0.11
H -5.5588 -2.9965 -2.1886 0.13
H -6.4134 -0.5647 -2.3689 0.14
H -6.2137 -1.5943 -3.7753 0.14
H -4.2766 0.4502 -2.5703 0.14
H -4.8513 0.5399 -4.2759 0.14
H -2.2821 0.6688 -3.5079 0.11
H -1.3203 -0.8370 -3.9444 0.10
H -2.1175 -0.6252 -2.3348 0.09
O -0.5569 -2.1909 -0.1733 -0.37
H -1.4209 -2.4479 0.1932 -0.05
```

Results
* E_HOMO: -21.483 eV
* relative energy (zero: lowest compared OMol25 entry of this formula, charge and spin): 0.0 kcal per mole
* LUMO: -0.60012 hartree
* total charge: +6
* max |F|: 3.1 eV Å⁻¹

---

Record 6
Entry from the OMol25 dataset: an isolated molecule of C5H7NO (the ωB97M-V functional and the def2-TZVPD basis).

```
14
Properties=species:S:1:pos:R:3:lowdin_charge:R:1
C 1.3870 0.9469 0.8381 -0.07
C 0.4120 -0.1603 0.4348 -0.35
C 0.8818 -1.0393 -0.6339 -0.18
N 0.6376 -1.6491 -1.5854 0.19
C -0.9508 0.3931 -0.1436 -0.11
C -1.6763 -0.7542 -0.8325 -0.26
O -1.4174 -1.1506 -1.9606 0.00
H 2.3206 0.5211 1.2204 0.08
H 0.9443 1.5626 1.6265 0.08
H 1.6287 1.5942 -0.0113 0.09
H 0.2173 -0.8024 1.3042 0.15
H -1.5365 0.7878 0.6943 0.12
H -0.7157 1.2038 -0.8404 0.13
H -2.1327 -1.4535 -0.1108 0.13
```

Results
* E_HOMO: -9.909 eV
* structure (SMILES): C[C@H](C#N)CC=O
* relative energy (zero: lowest compared OMol25 entry of this formula, charge and spin): 48.6 kcal per mole
* LUMO: 0.02772 hartree
* max |F|: 3.2 eV Å⁻¹